{"formula": "C29H34Cl3N3O2PdSbSi", "method": "ωB97M-V with the def2-TZVPD basis set", "elements": ["Pd", "C", "O", "C", "N", "C", "C", "C", "C", "C", "C", "C", "C", "C", "C", "C", "C", "N", "C", "N", "C", "C", "O", "C", "C", "C", "C", "C", "C", "H", "H", "H", "H", "H", "H", "H", "H", "H", "H", "H", "H", "H", "H", "H", "H", "H", "H", "H", "C", "C", "Sb", "C", "C", "C", "C", "H", "H", "H", "H", "H", "H", "H", "H", "H", "H", "H", "H", "H", "H", "H", "Cl", "Si", "Cl", "Cl"], "coordinates": [[-0.59, 0.28, -0.06], [-2.14, -3.98, 1.75], [-1.93, -4.02, 0.32], [-1.24, -2.90, 0.03], [-0.81, -2.18, 0.98], [-1.21, -2.85, 2.23], [-1.85, -1.91, 3.22], [-1.44, -1.89, 4.55], [-2.05, -1.03, 5.46], [-3.06, -0.18, 5.04], [-3.48, -0.20, 3.72], [-2.88, -1.06, 2.81], [-0.99, -2.64, -1.41], [-1.19, -3.66, -2.33], [-0.89, -3.41, -3.66], [-0.43, -2.15, -4.01], [-0.28, -1.19, -3.02], [-0.56, -1.42, -1.73], [0.20, 0.16, -3.40], [0.41, 1.11, -2.59], [0.81, 2.28, -3.39], [0.77, 1.75, -4.85], [0.39, 0.36, -4.71], [-0.09, 3.46, -3.17], [-1.47, 3.32, -3.29], [-2.31, 4.41, -3.18], [-1.77, 5.67, -2.93], [-0.40, 5.82, -2.79], [0.44, 4.72, -2.91], [-1.90, -4.96, 2.16], [-3.19, -3.75, 1.92], [-0.30, -3.26, 2.68], [-0.65, -2.55, 4.88], [-1.72, -1.02, 6.49], [-3.53, 0.49, 5.75], [-4.28, 0.45, 3.38], [-3.20, -1.07, 1.78], [-1.55, -4.62, -2.00], [-1.03, -4.18, -4.41], [-0.19, -1.90, -5.03], [1.83, 2.55, -3.11], [1.72, 1.80, -5.37], [0.00, 2.24, -5.44], [-1.90, 2.33, -3.47], [-3.38, 4.29, -3.28], [-2.42, 6.53, -2.85], [0.02, 6.80, -2.59], [1.51, 4.84, -2.81], [1.71, -1.86, 3.38], [2.08, -0.47, 2.86], [1.71, -0.22, 0.78], [2.48, -2.01, -0.07], [3.96, -2.23, 0.24], [3.16, 1.26, 0.28], [2.89, 2.56, 1.04], [2.14, -2.02, 4.37], [2.08, -2.65, 2.73], [0.63, -1.96, 3.46], [3.14, -0.25, 3.01], [1.51, 0.30, 3.38], [2.30, -1.94, -1.15], [1.86, -2.82, 0.31], [4.58, -1.45, -0.20], [4.30, -3.19, -0.15], [4.15, -2.23, 1.32], [3.07, 1.42, -0.80], [4.15, 0.86, 0.48], [1.94, 3.00, 0.74], [3.66, 3.30, 0.83], [2.87, 2.41, 2.12], [-1.13, 3.86, 1.06], [-1.06, 1.87, 1.34], [-1.19, 1.56, 3.33], [-2.77, 1.19, -0.04]], "relative_energy_kcal_mol": 0.0, "fmax_ha_per_bohr": 0.019, "e_tot_ev": -94651.6072, "lumo_ev": -2.97, "total_charge": 1, "orbital_gap_ev": 8.100, "homo_energy_ev": -11.07, "multiplicity": 1}

{"formula": "C25H48Cl3N4O3PbSSi", "method": "ωB97M-V with the def2-TZVPD basis set", "elements": ["C", "C", "H", "H", "H", "C", "C", "H", "H", "H", "H", "Pb", "Cl", "Cl", "H", "H", "C", "C", "N", "H", "C", "O", "H", "H", "H", "H", "H", "H", "C", "C", "N", "H", "C", "O", "H", "H", "H", "H", "O", "C", "C", "C", "H", "C", "H", "C", "H", "C", "C", "H", "H", "H", "Si", "Cl", "C", "C", "C", "H", "H", "H", "H", "H", "H", "H", "H", "H", "C", "C", "N", "C", "S", "N", "C", "C", "H", "H", "H", "H", "H", "H", "H", "H", "H", "H", "H", "H"], "coordinates": [[-2.03, 4.08, -0.27], [-1.21, 4.08, 0.98], [-2.93, 4.70, -0.17], [-2.33, 3.05, -0.54], [-1.44, 4.46, -1.11], [-1.44, 4.84, 2.06], [-2.61, 5.74, 2.25], [-0.71, 4.85, 2.88], [-3.34, 5.67, 1.43], [-2.28, 6.79, 2.32], [-3.14, 5.51, 3.19], [-0.38, 0.07, -0.42], [0.98, 1.77, -1.90], [-2.72, 0.61, -1.49], [1.68, -5.79, -2.39], [1.36, -4.60, -4.87], [0.68, -5.36, -2.24], [0.43, -4.20, -4.44], [0.52, -4.12, -2.99], [0.50, -5.19, -1.18], [0.58, -2.92, -2.38], [0.75, -2.74, -1.16], [0.25, -3.20, -4.82], [0.44, -2.08, -3.09], [-0.04, -6.10, -2.63], [-0.40, -4.86, -4.73], [-3.29, 1.77, 1.58], [-2.03, 2.35, 3.81], [-3.52, 0.78, 2.00], [-2.45, 1.39, 4.14], [-2.54, 0.47, 3.03], [-3.47, 0.03, 1.20], [-1.66, -0.55, 2.89], [-1.58, -1.28, 1.89], [-1.80, 0.96, 4.91], [-0.99, -0.66, 3.77], [-4.51, 0.81, 2.46], [-3.45, 1.58, 4.55], [-0.56, 1.80, 1.22], [-0.09, 3.05, 0.98], [1.14, 2.90, 3.23], [1.09, 3.37, 1.92], [0.31, 2.28, 3.59], [2.25, 3.19, 4.03], [0.32, 3.11, -0.05], [2.15, 4.13, 1.40], [2.27, 2.82, 5.05], [3.32, 3.93, 3.50], [3.26, 4.42, 2.19], [2.06, 4.49, 0.37], [4.19, 4.14, 4.12], [4.07, 5.02, 1.78], [-5.50, -0.73, -4.52], [-6.18, 1.12, -3.88], [-5.88, -1.94, -3.14], [-3.67, -0.54, -4.82], [-6.43, -1.18, -6.09], [-5.39, -1.61, -2.21], [-5.52, -2.94, -3.39], [-6.96, -1.99, -2.96], [-7.51, -1.27, -5.90], [-6.08, -2.13, -6.49], [-6.29, -0.41, -6.86], [-3.15, -0.25, -3.89], [-3.49, 0.25, -5.57], [-3.23, -1.48, -5.19], [4.26, -4.39, 0.08], [3.84, -2.96, -0.24], [3.33, -2.32, 1.00], [3.35, -0.97, 1.11], [2.06, -0.11, 1.76], [4.50, -0.36, 0.67], [5.80, -0.87, 1.17], [6.97, -0.43, 0.31], [4.84, -4.41, 1.01], [4.86, -4.78, -0.74], [3.39, -5.04, 0.20], [4.67, -2.36, -0.61], [3.04, -2.95, -0.99], [2.44, -2.72, 1.31], [4.43, 0.66, 0.76], [5.94, -0.52, 2.21], [5.74, -1.97, 1.21], [7.14, 0.65, 0.37], [7.87, -0.94, 0.67], [6.81, -0.71, -0.74]], "relative_energy_kcal_mol": 0.0, "fmax_ha_per_bohr": 0.041, "e_tot_ev": -100341.9971, "lumo_ev": 2.14, "total_charge": -1, "orbital_gap_ev": 6.701, "homo_energy_ev": -4.56, "multiplicity": 1}

{"formula": "C12H34BN2O4Tl", "method": "ωB97M-V with the def2-TZVPD basis set", "elements": ["Tl", "B", "H", "H", "H", "H", "C", "O", "C", "C", "N", "C", "C", "O", "C", "H", "H", "H", "H", "H", "H", "H", "H", "H", "H", "H", "H", "H", "H", "H", "C", "O", "C", "C", "N", "C", "C", "O", "C", "H", "H", "H", "H", "H", "H", "H", "H", "H", "H", "H", "H", "H", "H", "H"], "coordinates": [[2.65, 1.68, -1.69], [2.53, -5.05, -1.20], [0.81, -3.91, -0.79], [-4.21, -1.55, -2.30], [-4.27, -3.01, -5.87], [-0.04, -5.65, 5.16], [1.40, 1.59, -5.31], [1.75, 2.35, -4.17], [1.25, 3.67, -4.25], [0.18, 3.82, -3.22], [0.56, 3.16, -1.97], [-0.56, 2.41, -1.40], [-0.62, 0.94, -1.96], [0.59, 0.30, -2.56], [0.44, -1.12, -2.31], [1.86, 0.62, -5.28], [1.85, 2.08, -6.19], [0.28, 1.39, -5.27], [0.89, 3.98, -5.26], [2.11, 4.34, -3.92], [-0.77, 3.32, -3.57], [-0.03, 4.90, -3.21], [0.82, 3.81, -1.24], [-1.48, 3.00, -1.63], [-0.52, 2.48, -0.31], [-1.47, 0.73, -2.58], [-0.96, 0.49, -0.99], [0.35, -1.31, -1.24], [1.35, -1.66, -2.68], [-0.41, -1.55, -2.83], [-3.35, -3.88, 3.24], [-2.07, -4.05, 3.88], [-1.01, -3.25, 3.24], [-0.15, -2.63, 4.15], [0.87, -2.04, 3.32], [0.54, -0.60, 3.00], [1.13, 0.63, 3.70], [0.46, 1.83, 3.39], [1.18, 2.96, 2.89], [-3.22, -4.18, 2.22], [-3.58, -2.86, 3.35], [-4.09, -4.48, 3.69], [-1.46, -2.60, 2.52], [-0.61, -4.03, 2.60], [0.39, -3.26, 4.86], [-0.73, -1.99, 4.71], [1.82, -2.13, 3.73], [-0.40, -0.26, 3.19], [0.56, -0.51, 1.83], [2.13, 0.75, 3.39], [1.05, 0.42, 4.81], [0.49, 3.65, 2.44], [2.04, 2.67, 2.27], [1.64, 3.62, 3.61]], "relative_energy_kcal_mol": 357.4, "fmax_ha_per_bohr": 0.114, "e_tot_ev": -29493.5672, "lumo_ev": -11.04, "total_charge": 2, "orbital_gap_ev": 1.514, "homo_energy_ev": -12.55, "multiplicity": 1}

{"formula": "C2H2FOP", "method": "ωB97M-V with the def2-TZVPD basis set", "elements": ["O", "C", "C", "P", "F", "H", "H"], "coordinates": [[-1.95, 0.22, 0.72], [-0.81, 0.29, 0.42], [0.53, -0.55, 0.29], [0.57, 1.22, -0.36], [0.10, 0.91, -1.89], [1.06, -0.72, 1.21], [0.49, -1.38, -0.40]], "relative_energy_kcal_mol": 10.1, "fmax_ha_per_bohr": 0.051, "e_tot_ev": -16158.7408, "lumo_ev": -0.21, "total_charge": 0, "smiles": "O=C1CP1F", "orbital_gap_ev": 8.646, "homo_energy_ev": -8.86, "multiplicity": 1}

Please write out number 3 again, unchanged.
{"formula": "C12H34BN2O4Tl", "method": "ωB97M-V with the def2-TZVPD basis set", "elements": ["Tl", "B", "H", "H", "H", "H", "C", "O", "C", "C", "N", "C", "C", "O", "C", "H", "H", "H", "H", "H", "H", "H", "H", "H", "H", "H", "H", "H", "H", "H", "C", "O", "C", "C", "N", "C", "C", "O", "C", "H", "H", "H", "H", "H", "H", "H", "H", "H", "H", "H", "H", "H", "H", "H"], "coordinates": [[2.65, 1.68, -1.69], [2.53, -5.05, -1.20], [0.81, -3.91, -0.79], [-4.21, -1.55, -2.30], [-4.27, -3.01, -5.87], [-0.04, -5.65, 5.16], [1.40, 1.59, -5.31], [1.75, 2.35, -4.17], [1.25, 3.67, -4.25], [0.18, 3.82, -3.22], [0.56, 3.16, -1.97], [-0.56, 2.41, -1.40], [-0.62, 0.94, -1.96], [0.59, 0.30, -2.56], [0.44, -1.12, -2.31], [1.86, 0.62, -5.28], [1.85, 2.08, -6.19], [0.28, 1.39, -5.27], [0.89, 3.98, -5.26], [2.11, 4.34, -3.92], [-0.77, 3.32, -3.57], [-0.03, 4.90, -3.21], [0.82, 3.81, -1.24], [-1.48, 3.00, -1.63], [-0.52, 2.48, -0.31], [-1.47, 0.73, -2.58], [-0.96, 0.49, -0.99], [0.35, -1.31, -1.24], [1.35, -1.66, -2.68], [-0.41, -1.55, -2.83], [-3.35, -3.88, 3.24], [-2.07, -4.05, 3.88], [-1.01, -3.25, 3.24], [-0.15, -2.63, 4.15], [0.87, -2.04, 3.32], [0.54, -0.60, 3.00], [1.13, 0.63, 3.70], [0.46, 1.83, 3.39], [1.18, 2.96, 2.89], [-3.22, -4.18, 2.22], [-3.58, -2.86, 3.35], [-4.09, -4.48, 3.69], [-1.46, -2.60, 2.52], [-0.61, -4.03, 2.60], [0.39, -3.26, 4.86], [-0.73, -1.99, 4.71], [1.82, -2.13, 3.73], [-0.40, -0.26, 3.19], [0.56, -0.51, 1.83], [2.13, 0.75, 3.39], [1.05, 0.42, 4.81], [0.49, 3.65, 2.44], [2.04, 2.67, 2.27], [1.64, 3.62, 3.61]], "relative_energy_kcal_mol": 357.4, "fmax_ha_per_bohr": 0.114, "e_tot_ev": -29493.5672, "lumo_ev": -11.04, "total_charge": 2, "orbital_gap_ev": 1.514, "homo_energy_ev": -12.55, "multiplicity": 1}